Density functional theory data (the ωB97M-V functional and the def2-TZVPD basis) for a structure of composition C4H6Cl4Si at a distorted geometry.

ORCA input file:
```
! wB97M-V def2-TZVPD RIJCOSX def2/J DEFGRID3
* xyz 0 1
C -0.3607 -2.1521 -0.7740
C -0.0903 -0.8680 -0.9448
C -1.0555 1.4120 -0.1934
C -0.3486 0.0900 0.1826
Si 1.7399 0.6606 1.2279
Cl -2.6177 1.0206 -1.0710
Cl 1.2051 2.1873 2.4992
Cl 2.3678 -0.9026 2.2688
Cl 2.8734 1.1612 -0.2719
H -0.1997 -2.8201 -1.5880
H -0.7386 -2.6248 0.0578
H 0.2341 -0.6599 -2.0072
H -1.3889 1.9079 0.6057
H -0.7341 2.1611 -0.9548
H -0.8862 -0.5730 0.9631
*
```

Energy relative to the best compared isomer or geometry (same formula, charge and spin)   39.71 kcal/mol
HOMO-LUMO gap   9.1 eV
Maximum force   5.12 eV/Å
E_HOMO   -8.881 eV

Want to see where the charge sits? The Löwdin charges in e are:
1. C -0.01
2. C -0.28
3. C -0.57
4. C -0.36
5. Si -0.70
6. Cl 0.50
7. Cl 0.28
8. Cl 0.35
9. Cl 0.39
10. H 0.05
11. H 0.03
12. H 0.13
13. H -0.01
14. H 0.08
15. H 0.12

=====

Density functional theory data (the ωB97M-V functional and the def2-TZVPD basis) for a cluster of 3 separate species, C4H6Cl8 in total at a distorted geometry.

ORCA input file:
```
! wB97M-V def2-TZVPD RIJCOSX def2/J DEFGRID3
* xyz 0 1
Cl -1.8023 -0.2160 -0.3185
C -1.5627 1.2658 -1.3022
C -1.4927 2.4483 -0.3224
Cl -0.0323 2.3231 0.7924
H -2.2883 1.3219 -2.1137
H -0.6555 1.1986 -1.9026
H -2.4014 2.5050 0.2768
H -1.3931 3.3393 -0.9424
C 2.7553 0.5464 -0.1877
Cl 1.6402 -0.7595 0.1306
Cl 2.8667 0.8791 -1.8861
Cl 4.3433 0.1195 0.4105
H 2.4152 1.4482 0.3213
C -0.4742 -3.1742 1.3853
Cl -0.6556 -2.3380 2.9492
Cl -1.7461 -4.4634 1.1495
Cl 1.1010 -3.9543 1.0108
H -0.6175 -2.4898 0.5491
*
```

Energy relative to the best compared isomer or geometry (same formula, charge and spin)   11.41 kcal/mol
HOMO-LUMO gap   11.3 eV
SMILES   ClC(Cl)Cl.ClC(Cl)Cl.ClCCCl
Maximum force   1.40 eV/Å
E_HOMO   -10.795 eV

Want to see where the charge sits? The Löwdin charges in e are:
1. Cl 0.55
2. C -0.62
3. C -0.59
4. Cl 0.53
5. H 0.08
6. H 0.06
7. H 0.07
8. H 0.07
9. C -1.62
10. Cl 0.52
11. Cl 0.55
12. Cl 0.54
13. H -0.04
14. C -1.50
15. Cl 0.53
16. Cl 0.47
17. Cl 0.48
18. H -0.08

=====

Density functional theory data (the ωB97M-V functional and the def2-TZVPD basis) for the molecule C4H6ClF at a distorted geometry.

ORCA input file:
```
! wB97M-V def2-TZVPD RIJCOSX def2/J DEFGRID3
* xyz 0 1
C -0.0281 1.7903 -0.0729
C -0.1921 0.2971 0.0878
C 0.6075 -0.3694 1.2519
C 0.9844 -0.6185 -0.0791
H -0.9348 2.3630 0.2113
H 0.6466 2.0909 0.6516
H 0.2977 2.0072 -1.1275
H 1.0492 0.4951 1.7895
H 0.2284 -1.2196 1.7818
H 0.4873 -1.5363 -0.6253
F 2.1984 -0.3518 -0.6486
Cl -1.7523 -0.4489 -0.2336
*
```

Energy relative to the best compared isomer or geometry (same formula, charge and spin)   29.09 kcal/mol
HOMO-LUMO gap   10.8 eV
SMILES   C[C@]1(Cl)C[C@@H]1F
Maximum force   5.33 eV/Å
E_HOMO   -9.780 eV

Want to see where the charge sits? The Löwdin charges in e are:
1. C -0.07
2. C -0.79
3. C -0.08
4. C -0.38
5. H 0.09
6. H 0.04
7. H 0.11
8. H 0.13
9. H 0.10
10. H 0.16
11. F 0.02
12. Cl 0.66

=====

Density functional theory data (the ωB97M-V functional and the def2-TZVPD basis) for a cluster of 2 separate species, C4H6ClF in total at a distorted geometry.

ORCA input file:
```
! wB97M-V def2-TZVPD RIJCOSX def2/J DEFGRID3
* xyz 0 1
C 0.9583 -1.8567 -1.3008
C 0.4373 -1.1935 -0.2826
C -0.6770 1.3657 1.0635
C -0.5829 1.3582 -0.3629
F 1.7158 -3.0016 -1.1164
Cl 0.4139 -1.6693 1.3352
H 0.9080 -1.6927 -2.2999
H 0.1637 1.8462 1.7685
H -0.6351 0.3727 1.5899
H -1.6864 1.8526 1.4775
H 0.3327 1.3328 -0.8212
H -1.3482 1.2855 -1.0508
*
```

Energy relative to the best compared isomer or geometry (same formula, charge and spin)   119.42 kcal/mol
HOMO-LUMO gap (spin up / spin down)   9.2 / 7.4 eV
Maximum force   5.26 eV/Å
E_HOMO (spin up / spin down)   -9.372 / -8.523 eV

Want to see where the charge sits? The Löwdin charges in e are:
1. C -0.24
2. C -0.51
3. C -0.24
4. C 0.01
5. F -0.05
6. Cl 0.69
7. H 0.06
8. H 0.12
9. H -0.01
10. H 0.11
11. H 0.01
12. H 0.04

=====

Density functional theory data (the ωB97M-V functional and the def2-TZVPD basis) for a structure of composition C4H6ClF6N3O8S3Sr at a distorted geometry.

ORCA input file:
```
! wB97M-V def2-TZVPD RIJCOSX def2/J DEFGRID3
* xyz 0 1
Sr -3.8688 0.2034 12.9801
O -1.3983 -2.7618 15.9520
Cl -2.4453 -2.1523 15.1822
O -3.2294 -1.2973 16.1368
O -3.3940 -2.9799 14.5237
O -1.8700 -1.3506 14.1453
F -2.1166 -0.7912 8.3322
C -3.0391 0.0212 8.9467
F -3.7260 -0.6975 9.8529
F -3.8651 0.4584 8.0043
S -2.0879 1.4441 9.6685
O -1.6985 1.0077 10.9937
O -1.0168 1.7352 8.7823
N -3.0726 2.7292 9.8362
S -4.0577 2.6676 11.1110
O -4.8191 1.3546 10.9663
O -3.4255 2.5899 12.5059
C -5.3798 4.9396 10.2560
F -6.4676 4.9345 11.0203
F -5.6572 4.6363 9.0205
F -4.7369 6.0765 10.3055
C -5.5357 2.2983 15.9488
N -5.6327 0.8845 16.3143
C -6.2366 -0.0525 15.5094
N -6.0667 -1.3331 15.9521
S -6.9933 0.3917 14.0585
H -6.2003 2.8985 16.5772
H -5.7793 2.3810 14.9014
H -4.5103 2.6646 16.1148
H -5.0336 0.5682 17.0743
H -5.0831 -1.5466 16.0351
H -6.6170 -2.0551 15.5001
*
```

Energy relative to the best compared isomer or geometry (same formula, charge and spin)   16.66 kcal/mol
HOMO-LUMO gap (spin up / spin down)   5.9 / 5.9 eV
Maximum force   3.16 eV/Å
E_HOMO (spin up / spin down)   -9.529 / -9.529 eV

Want to see where the charge sits? The Löwdin charges in e are:
1. Sr 1.53
2. O -0.28
3. Cl 0.66
4. O -0.41
5. O -0.34
6. O -0.43
7. F 0.11
8. C -0.62
9. F 0.10
10. F 0.15
11. S 0.59
12. O -0.35
13. O -0.24
14. N -0.37
15. S 0.72
16. O -0.57
17. O -0.56
18. C -0.41
19. F 0.17
20. F 0.21
21. F 0.21
22. C -0.10
23. N -0.05
24. C -0.90
25. N 0.09
26. S 0.59
27. H 0.09
28. H 0.01
29. H 0.09
30. H 0.14
31. H 0.03
32. H 0.10

=====

Density functional theory data (the ωB97M-V functional and the def2-TZVPD basis) for a cluster of 2 separate species, C4H6ClF6NOSi in total at a distorted geometry.

ORCA input file:
```
! wB97M-V def2-TZVPD RIJCOSX def2/J DEFGRID3
* xyz 0 1
C 0.4266 -0.4964 0.8885
C -0.2124 0.1116 -2.2020
C -4.3938 -0.6613 -0.0640
C -3.5061 1.5673 0.2837
N -3.4479 0.3159 -0.2482
O -1.7946 -0.3140 0.3898
F -5.3874 -0.4541 -0.9999
F -3.8860 -1.8847 -0.2638
F -5.0221 -0.7689 1.1262
F -2.9232 1.6766 1.4580
F -4.7465 2.0285 0.4220
F -2.8642 2.4018 -0.4965
Si -0.7572 -0.9129 -0.6708
Cl -1.1201 -2.8329 -1.2878
H -0.1754 -0.0803 1.6599
H 0.7584 -1.5199 1.1801
H 1.3100 0.0103 0.6547
H -1.1514 0.4054 -2.4873
H 0.4654 0.9326 -1.8559
H 0.2280 -0.5459 -2.9605
*
```

HOMO-LUMO gap (spin up / spin down)   8.2 / 8.2 eV
Maximum force   5.73 eV/Å
E_HOMO (spin up / spin down)   -10.512 / -10.513 eV

Want to see where the charge sits? The Löwdin charges in e are:
1. C -0.09
2. C -0.16
3. C -0.64
4. C -0.76
5. N 0.23
6. O -0.17
7. F 0.13
8. F 0.12
9. F 0.15
10. F 0.18
11. F 0.19
12. F 0.18
13. Si 0.11
14. Cl 0.38
15. H 0.02
16. H 0.04
17. H 0.01
18. H -0.02
19. H 0.06
20. H 0.03

=====

Density functional theory data (the ωB97M-V functional and the def2-TZVPD basis) for the molecule C4H6ClFN2 at a distorted geometry.

ORCA input file:
```
! wB97M-V def2-TZVPD RIJCOSX def2/J DEFGRID3
* xyz 0 1
C 0.5978 1.6528 0.4284
C 0.1806 0.3417 -0.2175
C -2.6070 0.9456 -1.3971
C 1.1968 -0.5188 0.1968
H 0.0588 2.5529 -0.1810
H 1.5912 1.6003 0.7599
H -0.1831 1.7066 1.3855
H -2.9424 -0.2114 -1.2395
H -3.5198 1.5684 -1.6727
H 2.3249 -0.1948 0.4477
N -0.6076 0.1650 -1.2613
N -1.3893 1.1928 -1.6603
F 1.2733 -1.6845 -0.5776
Cl 0.5282 -0.9349 1.8874
*
```

Energy relative to the best compared isomer or geometry (same formula, charge and spin)   87.78 kcal/mol
HOMO-LUMO gap   9.8 eV
SMILES   C=N/N=C(\C)[C@H](F)Cl
Maximum force   8.08 eV/Å
E_HOMO   -9.710 eV

Want to see where the charge sits? The Löwdin charges in e are:
1. C -0.08
2. C -0.47
3. C -0.06
4. C -0.60
5. H 0.12
6. H 0.03
7. H 0.13
8. H 0.12
9. H 0.08
10. H 0.17
11. N 0.05
12. N -0.06
13. F -0.04
14. Cl 0.61

=====

Density functional theory data (the ωB97M-V functional and the def2-TZVPD basis) for the molecule C4H6ClFO at a distorted geometry.

ORCA input file:
```
! wB97M-V def2-TZVPD RIJCOSX def2/J DEFGRID3
* xyz 0 1
C -0.1486 0.6631 -1.5727
C 0.8267 -0.1148 -0.7369
C -0.3505 -1.1079 1.0585
C -0.4877 -0.1285 1.9277
H 0.4305 1.3814 -2.1500
H -0.6844 -0.0345 -2.2119
H 1.5131 -0.5794 -1.4681
H 1.3094 0.5603 -0.0309
H -0.7815 -2.0571 1.3485
H -0.9866 -0.2721 2.8794
O 0.2362 -1.1934 -0.1346
F -1.0062 1.3617 -0.7688
Cl 0.1295 1.5210 1.8598
*
```

Energy relative to the best compared isomer or geometry (same formula, charge and spin)   16.02 kcal/mol
HOMO-LUMO gap   9.7 eV
SMILES   FCCO/C=C\Cl
Maximum force   1.87 eV/Å
E_HOMO   -8.862 eV

Want to see where the charge sits? The Löwdin charges in e are:
1. C -0.19
2. C -0.24
3. C -0.24
4. C -0.49
5. H 0.12
6. H 0.13
7. H 0.14
8. H 0.08
9. H 0.13
10. H 0.06
11. O -0.06
12. F -0.06
13. Cl 0.62

=====

- Which of these has the highest maximum force?
  C4H6ClFN2

=====

- Which value of maximum force does entry 1 give?
  5.12 eV/Å